Density functional theory data (ωB97M-V/def2-TZVPD) for C6H8S as an isolated structure at a distorted geometry.

Structure (XYZ):
```
15
Properties=species:S:1:pos:R:3:forces:R:3
C -0.742 1.222 -0.008 0.8700 -0.3730 0.0705
C -0.786 0.120 1.062 0.1082 -0.1375 0.3670
C -0.779 0.099 -1.049 -0.6823 -0.0502 -1.1018
C 0.431 -0.774 -0.748 0.2046 -0.3115 0.1065
C 1.596 -0.192 0.002 0.7225 -0.4031 -0.1665
C 0.448 -0.755 0.777 -0.4824 0.2555 -0.5546
H 0.124 1.875 -0.014 0.2507 0.0544 0.0068
H -1.616 1.827 -0.022 -0.7849 0.2976 0.0102
H -0.991 0.334 2.117 -0.1229 -0.0015 -0.3933
H -1.053 0.291 -2.119 0.3460 -0.1301 1.0474
H 0.563 -1.711 -1.293 -0.1067 0.3810 0.1887
H 2.513 -0.794 -0.020 -0.4423 0.1027 0.0843
H 1.831 0.852 -0.020 -0.1159 0.4373 0.0245
H 0.561 -1.670 1.324 0.0475 -0.2107 0.1879
S -2.098 -0.724 0.011 0.1878 0.0892 0.1223
```
Positions in Å, forces in eV/Å.

E_tot = -17184.9236 eV
multiplicity = 1
ΔE to the lowest compared entry with this formula, charge and spin = 1.547 eV
E_HOMO = -0.3093 hartree